A 8-piece molecular cluster, C24H38O24 overall at a distorted geometry. Source: the OMol25 dataset; level of theory: the ωB97M-V functional and the def2-TZVPD basis.

HOMO ... -10.6 eV
Max |F| ... 5.60 eV Å⁻¹
SMILES ... COC(=O)OC.COC(=O)OC.COC(=O)OC.O=C1OCCO1.O=C1OCCO1.O=C1OCCO1.O=C1OCCO1.O=C1OCCO1
DFT total energy ... -74640.0966 eV

```
86
Properties=species:S:1:pos:R:3:forces:R:3
C 0.844 0.070 -0.157 0.14 -0.95 -1.88
C -0.478 -0.565 -0.511 0.70 -1.26 -0.90
O -1.387 0.338 0.040 -0.38 0.80 0.26
C -0.764 0.945 1.054 -2.66 2.22 2.56
O -1.397 1.638 1.873 2.61 -1.91 -2.19
O 0.559 0.681 1.038 -0.89 1.22 2.38
H 0.994 0.847 -0.907 0.52 0.02 -0.09
H 1.686 -0.615 -0.055 -0.05 0.12 -0.07
H -0.663 -1.514 -0.007 0.20 -0.32 -0.20
H -0.573 -0.631 -1.595 -0.36 -0.15 0.33
C -0.044 -1.221 4.097 -0.95 -0.58 -0.45
C 0.573 -2.560 4.510 0.32 3.21 -0.96
O 1.785 -1.946 5.041 1.16 -1.55 0.13
C 1.576 -0.675 5.486 2.63 -0.45 3.81
O 2.357 -0.112 6.283 -2.66 -1.42 -3.29
O 0.366 -0.319 5.142 -1.63 1.02 -0.43
H -1.103 -1.388 3.901 -0.25 0.96 0.74
H 0.370 -0.770 3.195 0.22 -0.58 -0.23
H 0.688 -3.079 3.559 0.74 -0.54 0.52
H -0.023 -3.091 5.252 0.38 -0.01 0.13
C 1.440 3.921 1.264 1.49 0.47 0.69
C 0.110 4.619 1.375 1.07 2.49 4.56
O -0.571 4.450 0.240 -0.72 -1.57 -3.00
C 0.153 3.653 -0.551 -1.92 -1.46 -5.05
O -0.242 3.332 -1.719 2.14 0.97 4.82
O 1.306 3.247 0.037 -0.78 -0.38 -1.36
H 1.805 3.307 2.087 -1.05 -0.84 -0.09
H 2.308 4.579 1.216 -0.22 0.64 -0.61
H 0.254 5.694 1.479 0.23 0.15 0.23
H -0.444 4.336 2.270 -0.25 -0.47 -0.24
C 0.460 -4.845 -0.843 -1.16 1.02 1.79
C 0.178 -4.377 0.576 -4.22 -1.48 0.73
O 1.330 -3.849 1.118 -0.83 -0.08 2.04
C 2.029 -3.454 0.130 3.34 -0.82 -4.07
O 3.073 -2.886 0.130 -0.48 0.74 0.38
O 1.553 -4.029 -1.083 1.75 0.79 0.06
H -0.350 -4.537 -1.505 0.01 -0.49 -0.11
H 0.555 -5.924 -0.719 0.92 -0.10 -1.17
H -0.197 -5.221 1.154 0.40 0.04 0.44
H -0.641 -3.661 0.636 0.18 0.40 -0.08
C 3.930 2.380 -2.367 -0.50 0.28 -0.58
C 3.904 1.357 -1.276 0.38 -1.05 0.97
O 4.917 0.480 -1.653 2.17 -1.73 -1.53
C 5.423 0.742 -2.919 0.88 -0.76 1.18
O 6.349 0.157 -3.431 -1.72 0.71 0.71
O 4.768 1.785 -3.410 -0.77 1.09 0.18
H 4.357 3.318 -2.012 0.11 0.00 -0.41
H 2.917 2.525 -2.743 0.26 0.27 -0.35
H 3.007 0.748 -1.167 -0.13 0.50 -0.28
H 4.236 1.653 -0.281 -0.53 0.74 0.01
C 0.030 -0.546 -3.965 -3.85 1.52 -1.90
O 1.044 -1.228 -3.467 4.40 -2.91 1.33
C 2.183 -1.335 -4.180 1.93 2.90 -2.59
O 2.388 -0.586 -5.187 -0.35 -3.34 3.27
O 3.053 -2.165 -3.562 -2.10 0.36 0.17
C 4.236 -2.656 -4.209 -0.28 1.38 -1.19
H -0.087 0.417 -3.468 -0.27 0.05 0.02
H -0.822 -1.218 -3.854 -0.63 0.46 0.58
H -0.017 -0.383 -5.042 0.91 0.18 -0.08
H 4.742 -3.364 -3.552 -0.33 0.26 -0.04
H 4.828 -1.775 -4.455 0.51 -0.25 0.25
H 3.947 -3.067 -5.176 0.07 -0.46 0.15
C -4.218 -0.866 0.870 -0.04 1.25 -0.91
O -4.343 -2.292 0.963 0.33 1.85 -0.83
C -3.412 -2.883 1.657 0.31 -0.60 2.95
O -2.353 -2.486 2.124 -0.49 0.03 -1.27
O -3.988 -4.011 2.022 -1.06 -1.55 0.21
C -3.432 -4.956 2.925 1.15 -0.43 -0.82
H -3.348 -0.430 1.361 -0.07 -0.54 0.23
H -5.119 -0.372 1.234 -0.08 -0.47 0.28
H -4.142 -0.566 -0.176 0.06 -0.31 -0.09
H -4.159 -5.723 3.193 -0.49 0.70 0.07
H -2.959 -4.503 3.797 -0.14 0.08 -0.11
H -2.712 -5.529 2.341 0.54 0.04 0.29
C -4.113 3.572 1.683 -1.04 1.16 2.17
O -3.937 3.383 0.346 0.40 1.37 -3.22
C -3.845 4.554 -0.455 -0.91 1.70 3.02
O -4.088 5.742 -0.126 0.70 -4.09 -0.64
O -3.425 4.120 -1.590 -0.55 -1.47 -0.80
C -3.193 4.993 -2.643 0.45 1.65 -1.23
H -5.140 3.860 1.906 -0.22 0.45 -0.09
H -3.461 4.385 2.000 0.05 -0.20 0.56
H -4.014 2.665 2.280 0.80 -0.15 -0.54
H -2.110 5.119 -2.656 -0.11 0.43 -0.34
H -3.750 5.928 -2.591 0.36 0.22 0.85
H -3.542 4.666 -3.622 0.16 -1.16 0.28
```
Forces are in eV/Å.



CH11BNO2PPtSi2 as an isolated structure at a distorted geometry. Source: the OMol25 dataset; level of theory: the ωB97M-V functional and the def2-TZVPD basis.

HOMO ... -15.8 eV
Max |F| ... 3.69 eV Å⁻¹
DFT total energy ... -35743.2541 eV
Total charge ... +2

```
20
Properties=species:S:1:pos:R:3:forces:R:3
C -1.482 1.607 2.730 0.97 -0.46 -0.81
B -1.313 1.626 1.121 -3.37 1.30 0.75
O -2.343 2.130 0.332 1.94 -0.79 0.62
Si 0.396 0.902 0.441 0.19 -0.28 -0.67
O 0.375 0.486 -1.248 2.00 -1.45 0.73
Si 1.549 -0.721 -1.500 -0.55 3.21 0.27
P 0.465 -2.692 -1.119 -1.90 -2.10 -0.38
N -0.443 -3.054 -2.401 0.50 0.01 0.65
H -1.075 2.545 3.142 -0.05 -0.20 -0.11
H -2.530 1.515 3.032 0.14 -0.03 -0.21
H -0.868 0.771 3.101 -0.32 0.33 0.36
H -2.280 3.081 0.194 -0.43 0.37 -0.21
H 1.447 1.884 0.727 0.21 0.06 -0.11
H 0.658 -0.366 1.168 0.16 -0.14 -0.14
H 2.681 -0.639 -0.574 0.10 -0.12 0.09
H 1.936 -0.698 -2.941 0.62 0.40 -0.78
H 1.409 -3.740 -0.915 0.15 0.57 -0.05
H -0.315 -2.567 0.061 0.58 0.11 0.00
H -1.439 -3.123 -2.172 -0.09 0.23 -0.29
Pt 3.174 1.055 -3.181 -0.83 -1.02 0.27
```
Forces are in eV/Å.



One molecule with the formula C4H9N3O3S at a distorted geometry. Source: the OMol25 dataset; level of theory: the ωB97M-V functional and the def2-TZVPD basis.

HOMO ... -10.0 eV
Max |F| ... 4.30 eV Å⁻¹
SMILES ... CS(=O)(=O)n1on1NC1CC1
DFT total energy ... -25734.4131 eV

```
20
Properties=species:S:1:pos:R:3:forces:R:3
C 1.706 -0.716 -0.448 1.84 3.25 0.55
C 2.294 0.299 -1.407 -1.57 0.08 2.20
C 1.382 0.781 -0.239 3.88 -0.98 1.58
C -3.141 -0.856 1.287 -1.61 2.71 -0.03
N -0.924 0.721 -0.010 -1.30 -1.17 1.12
N -2.139 1.375 -0.316 0.47 -0.80 -0.01
N 0.133 1.242 -0.566 -1.99 2.12 -1.47
O -4.668 0.610 -0.371 -0.37 0.95 0.63
O -2.983 -0.725 -1.463 0.66 -0.06 0.48
O -1.647 1.699 0.973 -0.22 0.01 0.27
S -3.366 0.044 -0.312 -0.40 -1.27 -0.63
H 0.893 -1.247 -0.739 -2.00 -1.81 -0.97
H 2.381 -1.132 0.272 -0.01 -0.30 0.28
H 3.299 0.614 -1.275 0.72 -0.11 -0.36
H 1.797 0.351 -2.339 0.01 0.19 -0.97
H 1.934 1.245 0.682 -1.15 -0.66 -1.83
H -4.153 -0.706 1.864 2.30 0.46 -0.82
H -3.151 -1.903 1.116 0.94 -0.84 -0.50
H -2.215 -0.290 1.602 -1.06 -1.36 0.71
H -0.071 2.217 -0.821 0.85 -0.39 -0.19
```
Forces are in eV/Å.



C5H12O as an isolated structure. Source: the OMol25 dataset; level of theory: the ωB97M-V functional and the def2-TZVPD basis.

HOMO ... -7.9 eV
Max |F| ... 0.66 eV Å⁻¹
DFT total energy ... -7423.4686 eV

```
18
Properties=species:S:1:pos:R:3:forces:R:3
C -2.527 0.688 -0.224 -0.04 -0.01 0.04
C -1.410 -0.217 -0.750 -0.02 -0.01 -0.10
C -0.472 -0.639 0.360 -0.08 -0.45 -0.08
C 0.807 -1.168 0.107 -0.21 -0.17 -0.05
O 1.712 0.132 1.012 -0.10 0.56 0.16
C 2.627 0.892 0.244 0.34 0.12 0.03
H -3.080 0.158 0.560 0.01 0.15 -0.08
H -3.244 0.986 -1.002 0.20 -0.13 0.13
H -2.109 1.602 0.225 -0.09 -0.25 -0.13
H -0.887 0.291 -1.574 0.05 -0.14 0.21
H -1.826 -1.148 -1.165 -0.23 0.38 -0.16
H 0.562 0.341 0.913 0.64 0.07 0.13
H -0.986 -1.094 1.210 0.05 0.09 -0.09
H 1.221 -1.964 0.717 -0.03 -0.02 -0.15
H 1.296 -1.014 -0.859 -0.26 -0.21 0.09
H 3.149 1.610 0.897 -0.29 -0.06 -0.38
H 2.133 1.403 -0.609 0.23 -0.15 0.43
H 3.391 0.200 -0.143 -0.18 0.24 -0.01
```
Forces are in eV/Å.